1.
14
Properties=species:S:1:pos:R:3:forces:R:3:nbo_charge:R:1 method="wB97M-V/def2-TZVPD" energy_ev=-4307.11962 charge=0 homo_lumo_gap_ev=11.8227 smiles=CCCC largest_force_ev_per_a=9.66 homo_ha=-0.3901
C 0.391433 -0.786689 -1.590654 -1.0 6.8 -5.3 -0.56
C 0.160124 0.472038 -0.767101 2.2 -0.6 -0.6 -0.39
C -0.693201 0.324487 0.376274 5.0 -4.8 3.0 -0.43
C -0.002399 0.040284 1.766626 1.6 1.4 1.5 -0.62
H -0.595530 -0.931650 -2.009852 0.0 -1.0 -0.2 0.20
H 0.754059 -1.446190 -1.004607 2.5 -5.3 3.3 0.19
H 1.090380 -0.410322 -2.483737 -1.2 -1.5 1.9 0.19
H 1.057961 0.881316 -0.310761 0.8 -0.1 -0.4 0.19
H -0.085419 1.199934 -1.482373 -1.1 1.4 -0.6 0.20
H -1.455057 -0.298138 0.484036 -3.1 -4.5 -1.4 0.21
H -1.287596 1.020584 0.497754 -4.7 8.3 1.4 0.20
H 0.652543 -0.868224 1.904603 -0.1 0.9 -1.2 0.21
H 0.665583 1.033339 1.914901 -1.3 -2.4 0.5 0.19
H -0.652880 -0.230768 2.704890 0.4 1.5 -1.9 0.22

***

2.
14
Properties=species:S:1:pos:R:3:forces:R:3:nbo_charge:R:1 method="wB97M-V/def2-TZVPD" energy_ev=-4308.77960 charge=0 homo_lumo_gap_ev=10.5317 smiles="C=C(C)C.[H][H]" largest_force_ev_per_a=0.67 homo_ha=-0.3420
C -0.891280 -1.207536 0.366792 0.1 0.0 0.2 -0.42
C 0.041896 -0.258003 0.471454 -0.3 -0.2 -0.6 0.03
C -0.330605 1.177229 0.730402 0.1 0.1 0.3 -0.65
C 1.476164 -0.522563 0.088310 0.1 0.0 0.0 -0.65
H -1.013375 0.287611 -2.015215 0.0 0.1 -0.2 0.01
H -0.649651 -2.229799 0.071269 0.0 0.3 0.2 0.20
H -1.938117 -0.994311 0.576289 0.2 0.0 -0.1 0.19
H -0.017572 1.548820 1.720773 0.0 -0.2 -0.3 0.22
H 0.145932 1.819691 -0.014353 0.0 0.0 0.0 0.21
H -1.406736 1.321812 0.642756 0.0 0.0 0.1 0.22
H -0.973426 0.803565 -2.556890 0.0 -0.1 0.1 -0.01
H 1.713433 -1.590988 0.102432 -0.1 0.2 0.0 0.22
H 2.182202 -0.005602 0.748431 -0.1 -0.1 0.0 0.21
H 1.661135 -0.149920 -0.932446 -0.1 0.0 0.3 0.22

***

3.
14
Properties=species:S:1:pos:R:3:forces:R:3:nbo_charge:R:1 method="wB97M-V/def2-TZVPD" energy_ev=-4310.33401 charge=0 homo_lumo_gap_ev=12.5627 smiles=CC(C)C largest_force_ev_per_a=0.17 homo_ha=-0.4160
C -1.015573 -1.018405 -0.193625 0.0 0.0 0.0 -0.60
C -0.045846 -0.003533 0.414539 0.0 0.0 0.0 -0.22
C -0.364949 1.406538 -0.083229 0.0 0.1 0.0 -0.60
C 1.401620 -0.385587 0.089543 0.1 0.0 0.0 -0.61
H -0.970385 -0.969854 -1.289869 0.0 0.0 0.2 0.20
H -0.765817 -2.042872 0.105150 0.0 0.1 0.0 0.21
H -2.050365 -0.817214 0.106283 0.2 0.0 0.0 0.21
H -0.175048 -0.016306 1.506683 0.0 0.0 -0.2 0.19
H 0.255810 2.155040 0.422459 -0.1 -0.1 -0.1 0.21
H -1.416159 1.663658 0.092575 0.2 0.0 0.0 0.21
H -0.176298 1.487626 -1.161657 0.0 0.0 0.1 0.20
H 1.748851 -1.222869 0.704906 -0.1 0.1 -0.1 0.21
H 2.088349 0.453497 0.248144 -0.1 -0.1 0.0 0.21
H 1.485804 -0.689714 -0.961900 0.0 0.1 0.1 0.20